Entry 1:
C3H4HgO2 | ωB97M-V with the def2-TZVPD basis set

Results
Relative energy (zero: lowest compared OMol25 entry of this formula, charge and spin)   2.585 eV
HOMO (alpha / beta)   -13.17 / -14.62 eV
Net charge   +1
Total energy   -11433.2195 eV
Orbital gap (alpha / beta)   7.21 / 8.66 eV
Multiplicity   2
Lowest unoccupied orbital energy (alpha / beta)   -5.97 / -5.96 eV
<S²>   0.754

Geometry as XYZ:
```
10
C3H4HgO2, DFT ωB97M-V with the def2-TZVPD basis set
H -2.74113 0.07708 -0.67189
O -0.15396 -0.83131 0.70215
O 0.72133 1.10107 0.53854
C 0.86945 -1.01725 -0.22130
C 1.67802 0.22668 -0.13725
C -0.32503 0.45001 0.92524
H 1.18949 -2.04126 -0.37964
H 2.58439 0.15598 0.48290
H 1.93582 0.68198 -1.10413
Hg -2.36739 1.09888 0.67873
```

***

Entry 2:
C3H6N4O | ωB97M-V with the def2-TZVPD basis set

Results
Relative energy (zero: lowest compared OMol25 entry of this formula, charge and spin)   6.117 eV
HOMO   -7.93 eV
Total energy   -11210.6598 eV
Orbital gap   8.60 eV
Lowest unoccupied orbital energy   0.67 eV

Geometry as XYZ:
```
14
C3H6N4O, DFT ωB97M-V with the def2-TZVPD basis set
C -2.28140 -0.35528 0.16648
C -0.00848 -0.62087 0.02501
C 0.27050 0.80498 0.05843
H -2.10286 0.28659 1.16424
H -2.59950 0.11868 -0.79906
H -3.13721 -1.05994 0.53666
H 1.20002 -2.23082 0.31431
H -1.00193 2.12331 -1.03118
H -0.05768 2.80542 0.40194
N 1.16192 -1.10883 -0.04390
N 2.12110 -0.37227 0.09825
N 1.53389 0.89124 -0.05300
N -0.72383 1.78835 0.00197
O -1.10452 -1.17571 -0.26371
```

***

Entry 3:
C7H11N2OP | ωB97M-V with the def2-TZVPD basis set

Results
Relative energy (zero: lowest compared OMol25 entry of this formula, charge and spin)   4.588 eV
HOMO (alpha / beta)   -8.48 / -8.48 eV
SMILES   P/N=C1/C=CC=CC1.[H]/N=C\O
Total energy   -21750.9034 eV
Orbital gap (alpha / beta)   7.99 / 7.99 eV
Lowest unoccupied orbital energy (alpha / beta)   -0.50 / -0.50 eV

Geometry as XYZ:
```
22
C7H11N2OP, DFT ωB97M-V with the def2-TZVPD basis set
C -2.81390 -1.16062 -0.06608
C -1.88127 -1.31221 -1.14105
C -2.74321 -0.05061 0.67659
C -0.67822 -0.63724 -1.20601
C -1.58474 0.88425 0.62865
C -0.47280 0.43009 -0.26770
C 3.26502 -1.24795 0.00000
N 2.82928 -0.83600 -1.10789
N 0.60164 1.16702 -0.33395
O 2.95244 -0.77871 1.23194
P 0.97935 2.66183 0.25291
H -3.75541 -1.69481 -0.06230
H -2.00082 -2.26841 -1.68633
H -3.56051 0.14487 1.30432
H 0.17098 -0.84601 -1.86619
H -1.14985 1.06401 1.48668
H -1.86375 1.77725 0.14282
H 3.76966 -2.15897 0.21274
H 2.14821 -0.03937 -1.05861
H 2.42885 0.04190 1.15991
H 2.32114 2.56938 0.14283
H 1.03788 2.29030 1.55672
```

***

Entry 4:
C3H9N4 | ωB97M-V with the def2-TZVPD basis set

Results
Relative energy (zero: lowest compared OMol25 entry of this formula, charge and spin)   4.957 eV
HOMO   -12.95 eV
Net charge   +1
Total energy   -9206.6644 eV
Orbital gap   9.43 eV
Lowest unoccupied orbital energy   -3.52 eV

Geometry as XYZ:
```
16
C3H9N4, DFT ωB97M-V with the def2-TZVPD basis set
C -0.09076 -0.04665 1.42103
C -0.47839 -1.76703 -0.13493
C 0.50981 -0.79844 -1.11755
N -0.58592 -1.00819 0.98347
N 0.82931 0.49610 -0.61850
N 0.00113 0.84374 2.31655
N -0.11314 1.50679 -1.03980
H -1.37101 -2.00497 -0.64100
H 0.07755 -2.70943 0.14234
H 1.43286 -1.23204 -1.43932
H 0.03414 -0.68694 -2.15741
H -0.17775 0.55053 3.32780
H 0.83864 1.46202 2.35584
H -0.57718 1.23469 -2.00936
H 0.52015 2.35559 -1.02134
H -0.84944 1.80425 -0.36782
```

***

Entry 5:
C11H7Cl2N3O3S | ωB97M-V with the def2-TZVPD basis set

Results
Relative energy (zero: lowest compared OMol25 entry of this formula, charge and spin)   0.000 eV
HOMO   -9.56 eV
SMILES   O=C(CSc1n[nH]c(=O)[nH]c1=O)c1ccc(Cl)cc1Cl
Total energy   -58012.9117 eV
Orbital gap   8.70 eV
Lowest unoccupied orbital energy   -0.86 eV

Geometry as XYZ:
```
27
C11H7Cl2N3O3S, DFT ωB97M-V with the def2-TZVPD basis set
O 3.09650 -1.06622 -3.34326
O 2.96484 2.02392 -0.23699
O -2.21499 -2.55384 -1.35013
Cl -0.68531 0.25102 4.51653
Cl 0.87552 -3.82210 1.24596
N 0.24199 0.37254 -1.73629
S 0.14300 -1.72716 -3.34727
C 2.39948 -0.31824 -2.69104
C 2.37612 1.36293 -1.03038
C -1.09609 -2.42913 -0.86727
C 0.92750 -0.40119 -2.56735
C -1.64430 -0.05753 2.00064
C -0.05868 -1.77546 2.71971
C -1.70917 -0.66594 0.75153
C -0.79319 -0.58297 2.99839
C -0.11241 -2.38529 1.44053
C -0.97513 -1.85034 0.45574
N 0.96841 1.31539 -1.03841
N 3.05819 0.53988 -1.87532
C 0.08503 -2.79582 -1.79851
H -2.22142 0.81965 2.21441
H 0.58076 -2.08978 3.52181
H -2.32776 -0.16927 -0.02137
H 0.50114 1.90799 -0.35670
H 4.04203 0.44906 -1.75010
H 1.02642 -2.72635 -1.26655
H -0.01390 -3.82711 -2.11191
```

***

Entry 6:
C11H39BCsNO5 | ωB97M-V with the def2-TZVPD basis set

Results
HOMO (alpha / beta)   -10.88 / -10.88 eV
Net charge   +1
Total energy   -24978.3932 eV
Orbital gap (alpha / beta)   7.38 / 2.72 eV
Multiplicity   2
Lowest unoccupied orbital energy (alpha / beta)   -3.51 / -8.16 eV
<S²>   0.754

Geometry as XYZ:
```
58
C11H39BCsNO5, DFT ωB97M-V with the def2-TZVPD basis set
Cs 2.61189 -0.20806 -0.25355
B -0.49562 -1.75605 0.37659
H -1.05123 -1.35921 1.21208
H -1.09575 -2.42634 -0.21905
H -0.24319 -0.88920 -0.21426
H 0.37560 -2.26950 0.75289
C 4.30486 3.26902 -1.79230
C 2.80187 3.60308 -1.72826
N 1.87041 2.47082 -1.96676
C 1.85348 2.11044 -3.36842
C 1.02307 0.90047 -3.72869
C 0.58034 2.65179 -1.27736
C -0.26860 3.84000 -1.73349
H 4.49381 2.90723 -2.80299
H 4.60051 2.53694 -1.04080
H 4.90790 4.13663 -1.52456
H 2.59996 4.01453 -0.73931
H 2.59863 4.32972 -2.51489
H 1.61032 2.99419 -3.95830
H 2.84587 1.82358 -3.71623
H 1.28805 0.02396 -3.13741
H -0.02780 1.14553 -3.57462
H 1.23892 0.64659 -4.76650
H 0.82824 2.82150 -0.22958
H 0.05478 1.69716 -1.30114
H -1.19641 3.94991 -1.17209
H -0.48094 3.85300 -2.80252
H 0.32681 4.73447 -1.55043
C -2.50849 -2.16289 4.16403
O -1.45816 -2.24910 5.17821
H -2.32333 -1.20805 3.67200
H -2.40144 -3.02317 3.50329
H -3.52696 -2.14618 4.55202
H -0.63963 -2.02985 4.72706
C 1.20581 -3.44252 3.26733
O 0.54083 -2.21202 3.22408
H 0.54991 -4.16736 3.74950
H 1.44036 -3.71094 2.23726
H 2.16066 -3.39403 3.79077
H 0.19900 -2.10105 2.33389
C -0.11645 1.21893 2.91124
O 0.14491 0.97516 1.50934
H -1.18800 1.17720 3.10655
H 0.42510 0.50313 3.52967
H 0.18891 2.23040 3.17919
H -0.39819 0.21476 1.28929
C -1.91759 -0.70459 -2.70225
O -1.24112 -1.88809 -2.37336
H -2.99174 -0.85360 -2.59219
H -1.68109 0.24480 -2.22182
H -1.82100 -0.48008 -3.76450
H -1.24039 -1.96861 -1.41674
C -3.36688 -3.73089 0.60601
O -3.43416 -2.34827 0.94080
H -2.68909 -4.31332 1.23011
H -4.35466 -4.18286 0.69594
H -2.94331 -3.85469 -0.39068
H -2.56957 -1.94443 0.83593
```

***

What did the sixth record say?
C11H39BCsNO5 | ωB97M-V with the def2-TZVPD basis set

Results
HOMO (alpha / beta)   -10.88 / -10.88 eV
Net charge   +1
Total energy   -24978.3932 eV
Orbital gap (alpha / beta)   7.38 / 2.72 eV
Multiplicity   2
Lowest unoccupied orbital energy (alpha / beta)   -3.51 / -8.16 eV
<S²>   0.754

Geometry as XYZ:
```
58
C11H39BCsNO5, DFT ωB97M-V with the def2-TZVPD basis set
Cs 2.61189 -0.20806 -0.25355
B -0.49562 -1.75605 0.37659
H -1.05123 -1.35921 1.21208
H -1.09575 -2.42634 -0.21905
H -0.24319 -0.88920 -0.21426
H 0.37560 -2.26950 0.75289
C 4.30486 3.26902 -1.79230
C 2.80187 3.60308 -1.72826
N 1.87041 2.47082 -1.96676
C 1.85348 2.11044 -3.36842
C 1.02307 0.90047 -3.72869
C 0.58034 2.65179 -1.27736
C -0.26860 3.84000 -1.73349
H 4.49381 2.90723 -2.80299
H 4.60051 2.53694 -1.04080
H 4.90790 4.13663 -1.52456
H 2.59996 4.01453 -0.73931
H 2.59863 4.32972 -2.51489
H 1.61032 2.99419 -3.95830
H 2.84587 1.82358 -3.71623
H 1.28805 0.02396 -3.13741
H -0.02780 1.14553 -3.57462
H 1.23892 0.64659 -4.76650
H 0.82824 2.82150 -0.22958
H 0.05478 1.69716 -1.30114
H -1.19641 3.94991 -1.17209
H -0.48094 3.85300 -2.80252
H 0.32681 4.73447 -1.55043
C -2.50849 -2.16289 4.16403
O -1.45816 -2.24910 5.17821
H -2.32333 -1.20805 3.67200
H -2.40144 -3.02317 3.50329
H -3.52696 -2.14618 4.55202
H -0.63963 -2.02985 4.72706
C 1.20581 -3.44252 3.26733
O 0.54083 -2.21202 3.22408
H 0.54991 -4.16736 3.74950
H 1.44036 -3.71094 2.23726
H 2.16066 -3.39403 3.79077
H 0.19900 -2.10105 2.33389
C -0.11645 1.21893 2.91124
O 0.14491 0.97516 1.50934
H -1.18800 1.17720 3.10655
H 0.42510 0.50313 3.52967
H 0.18891 2.23040 3.17919
H -0.39819 0.21476 1.28929
C -1.91759 -0.70459 -2.70225
O -1.24112 -1.88809 -2.37336
H -2.99174 -0.85360 -2.59219
H -1.68109 0.24480 -2.22182
H -1.82100 -0.48008 -3.76450
H -1.24039 -1.96861 -1.41674
C -3.36688 -3.73089 0.60601
O -3.43416 -2.34827 0.94080
H -2.68909 -4.31332 1.23011
H -4.35466 -4.18286 0.69594
H -2.94331 -3.85469 -0.39068
H -2.56957 -1.94443 0.83593
```

***

Please write out number 6 again, unchanged.
C11H39BCsNO5 | ωB97M-V with the def2-TZVPD basis set

Results
HOMO (alpha / beta)   -10.88 / -10.88 eV
Net charge   +1
Total energy   -24978.3932 eV
Orbital gap (alpha / beta)   7.38 / 2.72 eV
Multiplicity   2
Lowest unoccupied orbital energy (alpha / beta)   -3.51 / -8.16 eV
<S²>   0.754

Geometry as XYZ:
```
58
C11H39BCsNO5, DFT ωB97M-V with the def2-TZVPD basis set
Cs 2.61189 -0.20806 -0.25355
B -0.49562 -1.75605 0.37659
H -1.05123 -1.35921 1.21208
H -1.09575 -2.42634 -0.21905
H -0.24319 -0.88920 -0.21426
H 0.37560 -2.26950 0.75289
C 4.30486 3.26902 -1.79230
C 2.80187 3.60308 -1.72826
N 1.87041 2.47082 -1.96676
C 1.85348 2.11044 -3.36842
C 1.02307 0.90047 -3.72869
C 0.58034 2.65179 -1.27736
C -0.26860 3.84000 -1.73349
H 4.49381 2.90723 -2.80299
H 4.60051 2.53694 -1.04080
H 4.90790 4.13663 -1.52456
H 2.59996 4.01453 -0.73931
H 2.59863 4.32972 -2.51489
H 1.61032 2.99419 -3.95830
H 2.84587 1.82358 -3.71623
H 1.28805 0.02396 -3.13741
H -0.02780 1.14553 -3.57462
H 1.23892 0.64659 -4.76650
H 0.82824 2.82150 -0.22958
H 0.05478 1.69716 -1.30114
H -1.19641 3.94991 -1.17209
H -0.48094 3.85300 -2.80252
H 0.32681 4.73447 -1.55043
C -2.50849 -2.16289 4.16403
O -1.45816 -2.24910 5.17821
H -2.32333 -1.20805 3.67200
H -2.40144 -3.02317 3.50329
H -3.52696 -2.14618 4.55202
H -0.63963 -2.02985 4.72706
C 1.20581 -3.44252 3.26733
O 0.54083 -2.21202 3.22408
H 0.54991 -4.16736 3.74950
H 1.44036 -3.71094 2.23726
H 2.16066 -3.39403 3.79077
H 0.19900 -2.10105 2.33389
C -0.11645 1.21893 2.91124
O 0.14491 0.97516 1.50934
H -1.18800 1.17720 3.10655
H 0.42510 0.50313 3.52967
H 0.18891 2.23040 3.17919
H -0.39819 0.21476 1.28929
C -1.91759 -0.70459 -2.70225
O -1.24112 -1.88809 -2.37336
H -2.99174 -0.85360 -2.59219
H -1.68109 0.24480 -2.22182
H -1.82100 -0.48008 -3.76450
H -1.24039 -1.96861 -1.41674
C -3.36688 -3.73089 0.60601
O -3.43416 -2.34827 0.94080
H -2.68909 -4.31332 1.23011
H -4.35466 -4.18286 0.69594
H -2.94331 -3.85469 -0.39068
H -2.56957 -1.94443 0.83593
```